Record 1
C3H5N3 | ωB97M-V/def2-TZVPD

The geometry in XYZ format:
```
11
Properties=species:S:1:pos:R:3:forces:R:3:mulliken_charge:R:1
C 1.7350 -0.1902 -0.2619 -0.8 -0.5 0.5 0.535
C -1.4782 -0.6687 -0.2770 0.2 0.2 0.7 0.469
C -1.3521 0.6805 0.3038 -2.2 -0.9 1.1 -0.590
N 1.9889 0.4047 0.7781 -1.3 -0.4 -0.9 -0.510
N -1.4232 -1.7936 -0.5074 -0.4 0.2 -0.3 -0.520
N 1.1726 -0.6655 -1.2172 -0.2 -1.0 -0.9 -0.579
H -0.3246 0.8891 0.4288 1.0 0.3 0.4 0.119
H -1.8040 1.4634 -0.2772 -0.2 0.1 -0.5 0.258
H -1.9233 0.6518 1.2972 1.1 0.1 -1.2 0.240
H 2.7874 0.7674 1.2089 1.3 0.1 0.1 0.226
H 0.6215 -1.5389 -1.4760 1.5 1.7 1.0 0.353
```
Positions in Å, forces in eV/Å.

SMILES	N=C=N.CC#N
HOMO energy	-0.3685	hartree

---

Record 2
C3H5N3O | ωB97M-V/def2-TZVPD

The geometry in XYZ format:
```
12
Properties=species:S:1:pos:R:3:forces:R:3:mulliken_charge:R:1
N 0.8377 0.5862 -2.1049 -0.2 -0.4 0.5 -0.484
C 0.3781 0.3258 -0.8008 -0.5 -2.1 0.6 0.210
N 0.1687 1.1519 0.1854 -0.4 -0.6 -0.2 -0.544
C -0.2732 0.3743 1.2486 -0.6 -0.1 -0.4 0.378
O -1.0392 0.8205 2.2829 0.2 0.4 0.4 -0.504
C -0.2627 -0.9404 0.9486 -0.1 0.3 0.4 -0.429
N 0.1032 -1.0585 -0.3666 0.4 1.1 0.0 -0.128
H 0.2353 1.1133 -2.7411 0.0 -0.1 0.8 0.249
H 0.9911 -0.3250 -2.4918 0.3 -0.2 -0.7 0.264
H -0.5957 1.4417 2.8652 0.3 0.2 -0.1 0.360
H -0.5555 -1.7623 1.5821 0.0 0.0 -0.2 0.391
H 0.1162 -2.0411 -0.6772 0.5 1.4 -0.9 0.236
```
Positions in Å, forces in eV/Å.

SMILES	Nc1nc(O)c[nH]1
HOMO energy	-0.2868	hartree

---

Record 3
C3H5N3O | ωB97M-V/def2-TZVPD

The geometry in XYZ format:
```
12
Properties=species:S:1:pos:R:3:forces:R:3:mulliken_charge:R:1
C 1.8660 -0.7115 0.0346 -2.3 -2.7 2.3 -0.006
C -0.4917 0.5770 -0.1261 0.4 -3.3 2.1 0.486
C -2.0179 0.0573 0.2341 0.4 -2.1 -3.5 -0.021
H 3.6902 -0.2583 0.6068 -3.5 1.6 -3.0 0.292
H 2.1502 -1.7327 0.5679 -1.3 1.6 -1.4 0.206
H -0.0677 -1.4198 -0.3289 -0.5 -0.9 0.0 0.239
H -1.2156 2.1635 0.3102 3.6 -0.1 -1.4 0.234
H -2.8681 0.8133 0.3108 1.2 -0.2 0.6 0.278
N 2.7333 0.1670 -0.0446 4.1 0.2 2.3 -0.513
N 0.4079 -0.5712 -0.1551 1.1 2.1 -0.5 -0.195
N -0.1699 1.7884 -0.0658 -3.9 1.4 1.2 -0.553
O -2.3283 -1.0990 -0.0579 0.8 2.4 1.4 -0.447
```
Positions in Å, forces in eV/Å.

SMILES	[H]/N=C/N/C(C=O)=N/[H]
HOMO energy	-0.3584	hartree

---

Record 4
C3H5N3O | ωB97M-V/def2-TZVPD

The geometry in XYZ format:
```
12
Properties=species:S:1:pos:R:3:forces:R:3:mulliken_charge:R:1
N 0.6660 0.2253 -0.8268 0.0 -0.2 0.5 -0.223
C -0.3453 0.2626 -0.0673 0.0 0.0 -0.3 0.616
N 0.6796 0.8860 -2.0178 -0.3 0.3 -0.4 -0.569
C 0.9312 -1.1265 1.6296 -1.3 0.4 -0.3 -0.145
C -0.2734 -0.4024 1.2489 0.2 0.2 0.4 -0.121
O -1.5192 0.8972 -0.4059 0.4 0.0 -0.1 -0.543
N -0.0029 -1.8854 1.2985 0.4 -0.5 0.1 -0.478
H -2.2008 0.6996 0.2444 0.1 0.0 0.0 0.313
H 1.2939 0.4189 -2.6705 -0.2 0.1 0.1 0.243
H -0.2349 1.1095 -2.4019 0.1 -0.2 0.0 0.227
H 1.9418 -1.0709 1.9498 0.6 -0.2 0.1 0.332
H -0.9358 -0.0139 2.0190 0.0 0.0 0.0 0.348
```
Positions in Å, forces in eV/Å.

SMILES	N/N=C(\O)[C@@H]1C=N1
HOMO energy	-0.3058	hartree

---

Record 5
C3H5N3O | ωB97M-V/def2-TZVPD

The geometry in XYZ format:
```
12
Properties=species:S:1:pos:R:3:forces:R:3:mulliken_charge:R:1
N -1.9667 -0.3164 0.7101 0.3 0.0 0.2 -0.498
C -0.6446 -0.2021 0.3227 0.5 -0.2 -0.1 0.474
C -0.1641 1.0882 -0.2920 0.4 0.0 -0.1 -0.097
N 1.0600 1.0198 -0.5787 -0.2 0.6 -0.1 -0.379
C 1.4703 -1.1075 -0.2687 -0.1 -0.3 0.3 0.146
O 2.5466 -1.2301 0.2635 -0.7 -0.2 0.1 -0.530
N 0.1924 -1.1614 0.3917 0.0 -0.1 -0.2 -0.519
H -2.4369 0.5052 1.0700 0.2 -0.1 -0.2 0.242
H -2.1469 -1.1471 1.2604 0.0 0.1 -0.1 0.285
H -0.8191 1.9478 -0.4736 0.0 -0.2 0.1 0.338
H 1.5411 1.7786 -1.0337 -0.3 0.6 -0.1 0.193
H 1.3678 -1.1750 -1.3717 -0.2 -0.1 0.2 0.344
```
Positions in Å, forces in eV/Å.

SMILES	[H]/N=C/C(N)=N\C=O
HOMO energy	-0.3350	hartree

---

Record 6
C3H5N3O | ωB97M-V/def2-TZVPD

The geometry in XYZ format:
```
12
Properties=species:S:1:pos:R:3:forces:R:3:mulliken_charge:R:1
C -0.2954 -2.2554 0.0340 3.3 3.3 -0.6 -0.070
C 0.6344 -0.1901 0.1939 -2.5 -2.8 -1.0 -0.249
C -0.5888 0.3559 0.0797 -0.3 -0.3 1.2 0.305
N -1.3955 -1.7776 0.2622 -2.3 -3.4 0.0 -0.268
N 1.7865 0.2421 -0.3482 0.0 1.5 -1.2 -0.388
N -0.9191 1.7043 0.3124 1.2 -2.5 0.2 -0.411
O -1.7249 -0.5007 0.1405 1.4 2.2 0.3 -0.162
H 0.1954 -3.2608 -0.1130 -1.2 1.3 0.8 0.292
H 2.5492 0.3630 0.2743 0.7 0.1 0.3 0.260
H 1.6732 1.0094 -1.0461 0.5 -0.9 0.8 0.243
H -0.1206 2.2679 0.1655 0.4 1.0 -0.1 0.214
H -1.7943 2.0421 0.0448 -1.3 0.5 -0.7 0.234
```
Positions in Å, forces in eV/Å.

HOMO energy	-0.2736	hartree